# 1
Entry from the Open Molecules 2025 dataset: an isolated molecule of C6H6ClN in a non-equilibrium geometry (ωB97M-V/def2-TZVPD).

Calculated values
Orbital gap = 10.66 eV
Max |F| = 7.459 eV Å⁻¹

Element x y z (Å)
C (-0.061, -0.083, 0.113)
C (-1.018, -0.758, -0.902)
C (-0.136, 1.348, -0.236)
C (-0.181, 2.617, -0.131)
C (1.316, -0.553, -0.225)
C (2.480, -0.948, -0.226)
H (-1.144, 0.152, 1.768)
H (0.010, -1.085, 2.010)
H (-1.880, -0.053, -0.987)
H (-0.778, -0.721, -1.979)
H (-0.279, 3.822, 0.147)
H (3.466, -1.304, -0.496)
N (-0.276, -0.108, 1.485)
Cl (-1.519, -2.325, -0.343)

Cartesian forces, eV/Å:
C 1.64 0.41 -3.15
C -1.92 1.66 -0.42
C 0.05 7.42 0.74
C -0.26 -2.32 0.49
C 2.65 -0.92 1.11
C -2.24 0.65 -0.85
H -3.06 0.94 0.80
H -1.04 3.21 -2.11
H -0.05 -0.85 0.74
H 1.07 -0.59 0.70
H 0.37 -4.19 -1.27
H -0.55 0.22 0.39
N 3.54 -4.92 2.95
Cl -0.20 -0.72 -0.11

Taken from the Mulliken analysis, the atomic charges in e are: C 1.67; C -0.74; C -0.91; C -0.18; C -1.12; C 0.02; H 0.22; H 0.28; H 0.35; H 0.41; H 0.33; H 0.44; N -0.58; Cl -0.18

---

# 2
Entry from the Open Molecules 2025 dataset: a structure of composition C31H73F6LiN7O17S2 in a non-equilibrium geometry (ωB97M-V/def2-TZVPD).

Calculated values
Orbital gap = 6.07 eV
Charge = -1
Max |F| = 5.568 eV Å⁻¹

Element x y z (Å)
Li (-2.538, 2.872, 0.284)
C (-5.249, 3.071, -0.165)
O (-4.225, 3.965, 0.268)
H (-5.559, 3.466, -1.132)
H (-4.820, 2.087, -0.356)
H (-6.037, 2.883, 0.564)
C (-0.584, -0.211, 1.712)
F (0.514, -0.091, 1.097)
F (-0.544, -1.465, 2.217)
F (-0.764, 0.627, 2.794)
S (-2.087, -0.195, 0.484)
O (-2.158, -1.457, -0.238)
O (-3.303, 0.065, 1.191)
N (-1.778, 1.263, -0.471)
S (-1.556, 0.778, -1.922)
O (-0.255, 0.185, -2.201)
O (-2.721, 0.027, -2.394)
C (-1.638, 2.491, -2.788)
F (-1.353, 2.277, -4.103)
F (-2.861, 3.079, -2.758)
F (-0.732, 3.290, -2.264)
C (-4.451, -6.375, 0.691)
C (-4.242, -5.030, -0.061)
O (-3.556, -4.046, 0.739)
O (-5.465, -6.278, 1.682)
H (-3.492, -6.728, 1.069)
H (-4.877, -7.161, 0.069)
H (-5.174, -4.496, -0.247)
H (-3.588, -5.127, -0.928)
H (-3.334, -3.347, 0.119)
H (-6.352, -6.308, 1.315)
C (-2.633, -2.984, -3.533)
C (-1.519, -2.321, -4.369)
O (-1.907, -1.659, -5.520)
O (-3.179, -4.233, -3.918)
H (-3.405, -2.256, -3.285)
H (-2.158, -3.159, -2.568)
H (-0.748, -3.008, -4.719)
H (-1.025, -1.566, -3.757)
H (-1.523, -2.190, -6.222)
H (-4.127, -4.268, -3.770)
C (2.605, -1.660, -1.574)
C (3.513, -2.245, -0.551)
O (4.392, -3.260, -1.033)
O (3.268, -0.956, -2.587)
H (1.846, -0.998, -1.157)
H (1.941, -2.302, -2.151)
H (2.863, -2.567, 0.263)
H (4.115, -1.423, -0.165)
H (5.265, -2.910, -0.841)
H (2.651, -0.929, -3.322)
C (1.489, 0.255, -5.333)
C (1.946, 1.705, -4.954)
O (2.013, 1.931, -3.593)
O (2.355, -0.822, -5.109)
H (1.285, 0.358, -6.399)
H (0.507, -0.011, -4.941)
H (1.388, 2.585, -5.274)
H (2.918, 1.870, -5.420)
H (2.397, 1.109, -3.279)
H (2.143, -1.500, -5.755)
C (-6.049, -2.382, 3.033)
O (-6.709, -2.033, 3.938)
N (-5.751, -3.597, 2.674)
N (-5.703, -1.545, 2.109)
H (-6.168, -4.371, 3.170)
H (-4.973, -3.700, 2.037)
H (-5.840, -0.565, 2.311)
H (-5.069, -1.866, 1.391)
C (-4.952, 4.366, -4.981)
O (-5.655, 4.787, -4.075)
N (-4.364, 5.242, -5.747)
N (-4.789, 3.097, -5.245)
H (-4.412, 6.205, -5.449)
H (-4.081, 4.902, -6.655)
H (-5.190, 2.528, -4.513)
H (-4.174, 2.725, -5.954)
C (1.180, 6.006, -0.869)
C (2.544, 6.026, -0.042)
C (2.212, 6.700, 1.245)
C (1.425, 5.897, 2.231)
C (2.155, 4.593, 2.520)
C (2.561, 3.766, 1.250)
N (3.132, 4.624, 0.172)
O (3.432, 3.902, -1.026)
C (3.519, 2.620, 1.783)
C (1.275, 3.101, 0.696)
C (3.466, 6.937, -0.893)
H (0.745, 7.003, -0.933)
H (0.463, 5.644, -0.132)
H (1.022, 5.494, -1.819)
H (3.061, 7.209, 1.700)
H (1.594, 7.566, 1.011)
H (0.386, 5.719, 1.953)
H (1.479, 6.407, 3.193)
H (1.366, 4.182, 3.151)
H (2.981, 4.791, 3.203)
H (3.812, 1.993, 0.941)
H (4.441, 3.040, 2.185)
H (3.016, 1.972, 2.500)
H (1.081, 2.285, 1.393)
H (0.380, 3.723, 0.727)
H (1.244, 2.625, -0.284)
H (3.568, 6.532, -1.899)
H (4.471, 7.034, -0.483)
H (2.997, 7.913, -1.022)
H (2.555, 3.573, -1.236)
C (3.888, -0.804, 3.286)
C (3.264, -2.054, 3.983)
C (1.795, -1.701, 4.297)
C (0.820, -2.900, 4.440)
C (1.021, -4.027, 3.303)
C (2.509, -4.428, 3.126)
N (3.275, -3.186, 2.967)
O (4.560, -3.286, 2.389)
C (2.963, -5.283, 4.379)
C (2.698, -5.417, 1.990)
C (3.956, -2.427, 5.322)
H (3.540, 0.107, 3.773)
H (3.467, -0.676, 2.288)
H (4.977, -0.771, 3.257)
H (1.765, -1.252, 5.290)
H (1.427, -0.905, 3.650)
H (-0.223, -2.656, 4.642)
H (1.231, -3.331, 5.352)
H (0.540, -3.850, 2.341)
H (0.513, -4.875, 3.761)
H (4.049, -5.384, 4.372)
H (2.753, -4.819, 5.342)
H (2.544, -6.288, 4.427)
H (2.013, -6.252, 2.138)
H (2.325, -4.958, 1.075)
H (3.708, -5.661, 1.660)
H (4.892, -2.958, 5.147)
H (3.284, -2.979, 5.978)
H (4.290, -1.504, 5.797)
H (4.575, -2.839, 1.540)

Cartesian forces, eV/Å:
Li -1.74 1.11 0.12
C 2.13 1.04 -0.11
O 0.84 -1.26 0.48
H -0.98 -0.25 -0.10
H -0.03 -0.75 -0.25
H -0.48 0.38 0.05
C -2.65 -1.78 1.93
F 2.12 1.60 -1.15
F -0.84 0.32 0.07
F 0.46 -0.60 -2.05
S -1.72 0.86 -1.01
O 1.70 1.09 0.68
O 0.67 0.69 0.95
N 0.38 -2.45 3.19
S -1.03 -1.06 -3.24
O -0.75 0.82 0.17
O 1.30 1.11 -0.25
C -0.95 -0.89 -1.05
F 0.04 0.13 0.88
F 1.40 -0.78 0.45
F 0.12 0.43 0.12
C -1.23 0.69 -1.06
C 0.41 0.35 0.67
O 0.19 -0.59 0.66
O 0.68 0.24 1.47
H -0.25 0.14 0.57
H 0.79 0.13 -1.01
H -0.53 -0.87 -0.75
H -0.55 -0.59 -0.47
H 0.38 0.43 0.10
H 0.25 0.03 -0.41
C 0.56 0.63 1.24
C 0.15 -0.73 0.82
O -0.74 0.46 -1.79
O 0.24 -0.39 -1.01
H -0.07 0.19 -0.47
H 0.31 0.07 0.27
H 0.11 -0.69 0.81
H -0.16 -0.28 0.57
H -0.48 0.38 -0.38
H 0.10 0.34 -0.04
C -1.59 0.41 -1.31
C -0.24 0.39 -0.06
O -0.21 0.22 0.35
O 1.12 0.85 0.07
H 0.21 0.23 0.98
H 0.13 -1.37 0.66
H 0.12 -0.53 0.24
H 0.05 0.27 0.12
H 0.17 -0.35 -0.33
H 0.32 -0.18 -0.56
C -2.20 1.93 -1.46
C 0.56 -0.54 -0.40
O 0.35 -0.54 1.20
O 1.01 0.14 0.26
H 0.17 -0.13 -0.43
H -0.09 0.43 0.59
H -0.92 -0.80 -0.91
H 0.51 -0.24 -0.13
H 0.30 0.07 1.13
H 0.09 -0.05 0.12
C -0.42 -0.13 -1.27
O -2.80 0.82 4.74
N 0.63 -3.94 0.07
N 1.69 3.39 -3.03
H 0.64 0.14 -0.13
H -0.13 -0.76 0.18
H 0.43 -0.17 -0.33
H -0.10 0.81 0.02
C -1.97 1.76 2.27
O -0.45 -0.47 1.07
N 2.07 1.45 -2.68
N -0.07 -2.98 -0.29
H -0.06 -0.29 -0.55
H 0.33 0.93 0.07
H 0.25 -0.44 -0.41
H -0.09 0.02 0.51
C -0.69 -0.02 1.89
C -0.43 -1.11 -2.95
C -0.54 1.54 0.39
C 1.38 -0.15 0.49
C -0.76 0.37 -0.46
C -0.93 -0.55 0.07
N 1.40 1.82 1.44
O -0.79 0.89 1.38
C -0.12 0.92 -1.56
C -0.60 -0.83 1.15
C 0.24 -0.86 0.04
H 0.65 0.43 -0.55
H -0.30 -0.77 -0.39
H 0.65 -0.16 0.13
H 0.51 -0.62 0.20
H -0.09 0.18 -0.45
H 0.07 0.14 -0.07
H -0.63 0.33 -0.02
H 0.43 -1.57 -0.11
H 0.38 -0.06 -0.37
H 0.02 -0.09 -0.09
H -0.12 0.07 0.19
H -0.09 0.35 0.11
H -0.29 -0.13 -0.05
H 0.19 0.35 0.08
H 0.62 0.09 -0.19
H 0.04 -0.18 0.03
H -0.02 0.08 0.19
H 0.02 0.05 0.29
H -0.22 -0.50 -0.94
C -0.45 -0.18 0.45
C -0.35 -0.86 -0.66
C -1.06 0.16 0.15
C 2.09 -0.87 -1.35
C -0.07 0.52 1.61
C 0.72 -0.80 1.92
N -0.60 1.90 -0.75
O 0.55 -1.14 1.12
C 0.35 0.70 0.39
C -0.91 1.19 -1.75
C 0.56 0.64 -0.77
H 0.12 -0.06 0.53
H 0.15 -0.42 -0.23
H -0.06 -0.24 -0.04
H 0.29 0.34 0.11
H 0.04 -0.27 -0.41
H 0.14 0.20 -0.35
H -0.51 -0.60 0.16
H 0.09 0.47 0.06
H -0.07 -0.37 -0.33
H 0.12 -0.08 -0.24
H -0.24 0.07 -0.10
H -0.19 0.05 -0.35
H 0.49 -0.28 0.19
H -0.29 0.28 -0.27
H 0.11 -0.33 0.94
H -0.16 -0.39 -0.08
H 0.26 0.08 -0.01
H -0.33 0.14 0.29
H -0.71 0.08 -0.11

Atom charges from the Mulliken analysis, given in e for atoms 1 to 99: Li 0.85; C -0.24; O -0.96; H 0.19; H -0.15; H 0.25; C 0.46; F -0.07; F -0.22; F -0.26; S 0.71; O -0.37; O -0.67; N -0.16; S 0.78; O -0.09; O -0.59; C -0.02; F -0.22; F -0.12; F 0.00; C -0.72; C -0.08; O -0.54; O -0.52; H 0.28; H 0.38; H 0.30; H 0.34; H 0.19; H 0.31; C -0.20; C 0.00; O -0.56; O -0.62; H 0.41; H -0.03; H 0.65; H -0.36; H 0.35; H 0.36; C 0.38; C -0.40; O -0.57; O -0.67; H -0.39; H 0.38; H -0.24; H 0.67; H 0.43; H 0.37; C -0.24; C -0.71; O -0.39; O -0.63; H 0.52; H 0.00; H 0.41; H 0.34; H 0.28; H 0.29; C 0.58; O -0.69; N -0.18; N -0.30; H 0.14; H 0.20; H 0.16; H 0.12; C 0.78; O -0.67; N -0.45; N -0.39; H 0.23; H 0.17; H 0.19; H 0.17; C -1.67; C 1.90; C -1.36; C -0.77; C -1.08; C 2.13; N 0.13; O -0.43; C -2.21; C -1.24; C -2.03; H 0.43; H 0.31; H 0.39; H 0.41; H 0.45; H 0.35; H 0.40; H 0.26; H 0.52; H 0.35; H 0.55